{"formula": "C18H54O12", "method": "ωB97M-V/def2-TZVPD", "symbols": ["C", "C", "C", "O", "H", "H", "H", "H", "H", "H", "C", "C", "C", "O", "H", "H", "H", "H", "H", "H", "C", "C", "C", "O", "H", "H", "H", "H", "H", "H", "C", "O", "H", "H", "H", "H", "C", "O", "H", "H", "H", "H", "C", "O", "H", "H", "H", "H", "C", "O", "H", "H", "H", "H", "C", "O", "H", "H", "H", "H", "C", "O", "H", "H", "H", "H", "C", "O", "H", "H", "H", "H", "C", "O", "H", "H", "H", "H", "C", "O", "H", "H", "H", "H"], "coordinates": [[3.908, -1.027, 2.386], [3.526, 0.002, 1.354], [2.206, -0.089, 0.711], [4.287, 0.911, 1.075], [3.413, -1.999, 2.313], [3.587, -0.587, 3.360], [4.990, -1.158, 2.491], [1.809, 0.889, 0.469], [1.403, -0.506, 1.369], [2.305, -0.731, -0.188], [-3.999, -3.537, -1.703], [-2.940, -4.407, -1.012], [-3.025, -4.303, 0.491], [-2.063, -4.959, -1.625], [-3.731, -2.487, -1.731], [-4.902, -3.655, -1.128], [-4.040, -3.894, -2.699], [-2.789, -3.307, 0.807], [-2.342, -5.100, 0.813], [-3.977, -4.618, 0.786], [-0.448, -0.931, -1.590], [-0.900, -0.758, -0.131], [-1.520, 0.547, 0.285], [-0.817, -1.673, 0.678], [-0.641, -1.969, -1.871], [0.584, -0.848, -1.725], [-1.002, -0.246, -2.272], [-2.480, 0.301, 0.682], [-1.596, 1.292, -0.481], [-0.841, 0.858, 1.103], [1.584, 5.386, -1.127], [1.186, 4.084, -0.837], [0.796, 5.864, -1.699], [1.734, 5.960, -0.201], [2.494, 5.387, -1.708], [1.905, 3.442, -0.787], [-1.725, 4.080, -0.228], [-1.457, 3.511, -1.523], [-1.899, 3.366, 0.539], [-0.818, 4.581, 0.107], [-2.548, 4.773, -0.311], [-0.511, 3.523, -1.530], [3.983, -2.978, -2.402], [3.865, -2.247, -1.180], [4.055, -2.288, -3.169], [4.880, -3.649, -2.315], [3.099, -3.588, -2.514], [3.593, -2.919, -0.517], [1.659, 3.138, 2.985], [1.284, 2.212, 4.027], [2.101, 2.560, 2.159], [0.829, 3.770, 2.678], [2.416, 3.735, 3.390], [0.834, 2.745, 4.737], [0.003, -1.004, 4.029], [-0.551, 0.282, 3.745], [-0.085, -1.368, 5.070], [-0.501, -1.703, 3.365], [1.124, -0.902, 3.728], [0.168, 0.916, 3.870], [1.135, -4.312, 0.371], [2.543, -4.383, -0.013], [0.998, -4.504, 1.454], [0.859, -3.275, 0.188], [0.543, -5.044, -0.216], [2.854, -5.289, -0.134], [3.526, 1.479, -2.096], [3.634, 2.531, -1.115], [2.764, 0.779, -1.716], [3.176, 1.840, -3.053], [4.484, 0.956, -2.212], [4.029, 2.103, -0.325], [-4.020, -0.080, -3.365], [-3.485, -0.037, -2.043], [-4.807, -0.905, -3.355], [-4.505, 0.861, -3.655], [-3.259, -0.283, -4.092], [-4.016, 0.579, -1.565], [-4.733, 2.258, 0.614], [-4.832, 2.257, -0.816], [-4.961, 1.231, 1.031], [-3.732, 2.516, 0.872], [-5.352, 3.061, 1.030], [-4.305, 2.982, -1.187]], "lowdin_charge": [-0.005, -0.476, -0.028, 0.051, 0.082, 0.096, 0.089, 0.076, 0.086, 0.079, -0.008, -0.488, -0.013, 0.064, 0.061, 0.076, 0.069, 0.072, 0.090, 0.058, 0.012, -0.457, -0.011, 0.018, 0.085, 0.038, 0.086, 0.078, 0.051, 0.091, -0.144, -0.161, 0.083, 0.084, 0.081, 0.055, -0.143, -0.118, 0.038, 0.065, 0.081, 0.017, -0.138, -0.166, 0.048, 0.096, 0.068, 0.041, -0.088, -0.149, 0.077, 0.085, 0.062, 0.124, -0.152, -0.156, 0.074, 0.058, 0.088, -0.002, -0.086, -0.165, 0.085, 0.052, 0.086, 0.090, -0.116, -0.159, 0.054, 0.077, 0.090, 0.045, -0.133, -0.147, 0.093, 0.081, 0.066, 0.018, -0.130, -0.135, 0.110, 0.030, 0.082, 0.085], "smiles": "CC(C)=O.CC(C)=O.CC(C)=O.CO.CO.CO.CO.CO.CO.CO.CO.CO", "homo_lumo_gap_ev": 9.831, "homo_energy_ev": -9.31, "mol_weight_g_mol": 462.62}